Record 1
# C31H33FN5O8V

C31H33FN5O8V as an isolated structure in a non-equilibrium geometry (ωB97M-V/def2-TZVPD, the Open Molecules 2025 dataset).

Frontier orbital gap (spin up / spin down) in eV: 7.9 / 8.0
Spin multiplicity: 3
DFT total energy in hartree: -3120.257476
Net charge: +2
E_LUMO (spin up / spin down) in eV: -5.314 / -5.345
Expectation value of S²: 2.01
Energy relative to the best compared isomer or geometry (same formula, charge and spin) in kcal per mole: 1.27

Structure (XYZ):
```
79
Properties=species:S:1:pos:R:3:mulliken_spin:R:1
V -0.122 -0.209 0.298 2.02
C -6.164 1.041 4.592 0.00
C -5.852 1.889 3.372 0.00
N -4.452 1.727 2.911 0.00
C -4.209 0.920 1.879 0.00
C -2.958 0.579 1.437 0.01
C -2.886 -0.349 0.248 0.01
O -3.807 -0.453 -0.509 0.01
O -1.748 -1.045 0.209 0.00
C -1.835 1.088 2.113 -0.01
O -0.623 0.784 1.815 -0.04
C -2.083 2.004 3.196 0.00
C -1.010 2.608 3.872 0.00
C -1.248 3.474 4.884 0.00
F -0.212 3.995 5.566 0.00
C -2.556 3.834 5.285 0.00
C -3.609 3.235 4.626 0.00
C -3.389 2.311 3.589 0.00
N -2.763 4.748 6.324 0.00
C -1.877 5.864 6.611 0.00
C -2.670 7.159 6.664 0.00
N -3.772 7.021 7.694 0.00
C -4.683 5.857 7.366 0.00
C -3.828 4.604 7.296 0.00
H -7.198 1.204 4.897 0.00
H -5.511 1.284 5.432 0.00
H -6.042 -0.019 4.364 0.00
H -6.036 2.946 3.546 0.00
H -6.483 1.601 2.536 0.00
H -5.072 0.520 1.360 0.00
H 0.006 2.360 3.595 0.00
H -4.619 3.506 4.901 0.00
H -1.118 5.973 5.846 0.00
H -1.357 5.712 7.566 0.00
H -3.159 7.357 5.713 0.00
H -2.051 8.009 6.940 0.00
H -4.305 7.887 7.768 0.00
H -3.348 6.861 8.610 0.00
H -5.141 6.083 6.407 0.00
H -5.449 5.796 8.135 0.00
H -4.460 3.750 7.067 0.00
H -3.394 4.420 8.290 0.00
O 1.777 0.869 0.650 0.00
C 2.800 0.322 1.522 0.01
C 3.583 -0.805 0.889 -0.01
C 2.759 -1.939 0.253 0.01
C 1.721 -2.526 1.169 0.02
C 1.923 -3.778 1.733 -0.01
C 0.999 -4.305 2.615 0.01
C -0.108 -3.543 2.950 -0.01
C -0.259 -2.318 2.349 0.03
N 0.608 -1.807 1.450 -0.06
H 2.181 1.160 -0.177 0.00
H 2.268 -0.005 2.409 0.00
H 3.471 1.125 1.810 0.00
H 4.237 -1.206 1.668 0.00
H 4.235 -0.399 0.112 0.00
H 3.446 -2.734 -0.028 0.00
H 2.293 -1.592 -0.668 -0.01
H 2.815 -4.332 1.469 0.00
H 1.142 -5.292 3.038 0.00
H -0.851 -3.894 3.652 0.00
H -1.115 -1.705 2.581 0.00
O -0.859 1.109 -1.258 -0.01
C -0.484 0.082 -1.879 -0.01
O 0.591 -0.530 -1.406 -0.03
C -1.202 -0.518 -3.022 0.01
C -1.005 -1.848 -3.373 0.00
C -1.686 -2.379 -4.454 0.00
C -2.533 -1.549 -5.162 0.00
C -2.759 -0.233 -4.824 0.00
C -2.085 0.284 -3.732 0.00
N -3.241 -2.098 -6.353 0.00
O -2.963 -3.228 -6.688 0.00
O -3.912 -1.324 -6.999 0.00
H -0.336 -2.466 -2.794 0.00
H -1.569 -3.409 -4.758 0.00
H -3.449 0.361 -5.406 0.00
H -2.243 1.310 -3.423 0.00
```

=====

Record 2
# C31H33FeN2O3

C31H33FeN2O3 as an isolated structure in a non-equilibrium geometry (ωB97M-V/def2-TZVPD, the Open Molecules 2025 dataset).

Frontier orbital gap (spin up / spin down) in eV: 6.5 / 5.4
Spin multiplicity: 5
DFT total energy in hartree: -2799.533252
Net charge: +1
E_LUMO (spin up / spin down) in eV: -2.569 / -5.694
Expectation value of S²: 6.05

Structure (XYZ):
```
70
Properties=species:S:1:pos:R:3:mulliken_spin:R:1
C -6.458 -0.689 -0.168 0.00
C -5.033 -0.477 -0.604 0.01
C -4.468 0.795 -0.543 -0.01
C -3.141 1.044 -0.893 0.02
C -2.584 2.419 -0.661 0.03
C -2.386 -0.026 -1.412 0.06
N -1.030 0.236 -1.804 0.11
C 0.071 -0.120 -1.133 0.52
N 1.163 0.275 -1.812 0.03
C 2.492 -0.027 -1.401 0.01
C 2.825 -1.378 -1.150 0.01
C 1.855 -2.475 -1.370 0.00
C 4.141 -1.672 -0.793 0.01
C 5.092 -0.668 -0.588 0.01
C 6.493 -1.034 -0.177 0.00
C 4.734 0.664 -0.811 0.00
C 3.424 1.009 -1.172 0.00
C 3.058 2.468 -1.290 0.00
C 0.783 1.116 -2.982 0.04
C -0.698 1.067 -2.984 0.04
C -2.935 -1.325 -1.524 -0.02
C -2.149 -2.471 -2.090 0.01
C -4.267 -1.526 -1.126 0.00
H -6.755 -1.731 -0.317 0.00
H -6.565 -0.447 0.897 0.00
H -7.148 -0.039 -0.725 0.00
H -5.052 1.628 -0.172 0.00
H -1.558 2.530 -1.015 -0.01
H -3.201 3.176 -1.166 0.00
H -2.578 2.655 0.412 -0.01
H 2.146 -3.395 -0.848 0.00
H 0.866 -2.223 -0.989 -0.01
H 1.738 -2.718 -2.430 0.00
H 4.450 -2.710 -0.630 0.00
H 7.097 -0.137 0.005 0.00
H 6.463 -1.637 0.739 0.00
H 6.986 -1.635 -0.954 0.00
H 5.480 1.451 -0.659 0.00
H 3.747 3.082 -0.680 0.00
H 3.161 2.857 -2.323 0.00
H 2.032 2.675 -0.925 0.00
H 1.226 2.091 -2.804 0.01
H 1.238 0.690 -3.868 0.00
H -1.106 0.594 -3.860 0.00
H -1.186 2.016 -2.851 0.00
H -2.785 -3.363 -2.133 0.00
H -1.810 -2.255 -3.110 0.00
H -1.276 -2.711 -1.474 0.00
H -4.710 -2.526 -1.185 0.00
O 0.522 0.932 6.347 0.00
C 0.559 0.648 5.213 -0.12
Fe 0.502 0.229 3.538 1.57
C 2.227 0.068 3.408 -0.13
O 3.394 0.011 3.299 0.00
C 0.608 -1.411 4.253 -0.01
O 0.863 -2.322 4.898 0.01
C 0.102 -0.097 0.826 0.10
C -1.009 -0.844 1.321 0.31
C -1.850 -0.553 2.352 0.28
C -1.531 0.254 3.479 0.35
C -1.112 1.626 3.331 -0.03
C -0.358 2.007 2.240 0.33
C 0.524 1.056 1.626 0.38
H 1.010 -0.672 0.426 0.09
H -1.277 -1.773 0.761 0.02
H -2.807 -1.120 2.366 0.00
H -1.944 -0.013 4.449 0.00
H -1.548 2.335 4.060 0.03
H -0.250 3.079 2.012 -0.01
H 1.497 1.436 1.347 -0.02
```

=====

Record 3
# C31H33N3O

A 2-piece molecular cluster, C31H33N3O overall in a non-equilibrium geometry (ωB97M-V/def2-TZVPD, the Open Molecules 2025 dataset).

Frontier orbital gap in eV: 3.1
DFT total energy in hartree: -1440.491232
Net charge: 0
E_LUMO in eV: -2.084

Structure (XYZ):
```
68
Properties=species:S:1:pos:R:3:mulliken_charge:R:1
C -1.017 -3.464 4.317 -0.96
N -1.124 -2.602 3.162 0.28
C -2.336 -2.214 2.668 0.22
O -3.431 -2.577 3.085 -0.71
C -2.070 -1.263 1.503 0.02
C -2.621 0.153 1.718 -0.53
C -4.123 0.174 1.854 0.48
C -4.722 0.678 3.012 -0.36
C -6.101 0.546 3.190 -0.58
C -6.889 -0.004 2.170 -0.42
C -6.294 -0.424 0.973 -0.72
C -4.909 -0.327 0.812 -0.21
N -0.612 -1.307 1.389 0.63
C 0.005 -0.596 0.426 0.88
C 1.380 -0.553 0.261 0.33
C 2.057 0.162 -0.720 0.18
C 3.486 0.107 -0.830 0.54
C 4.150 0.758 -1.899 0.00
C 5.534 0.724 -2.019 -0.74
C 6.310 0.027 -1.076 -0.31
C 5.681 -0.634 -0.013 -0.77
C 4.296 -0.598 0.115 -0.34
C 0.040 -2.107 2.446 0.13
C 0.924 -1.278 3.387 -1.54
C 0.874 -3.290 1.931 -1.60
H -2.019 -3.685 4.693 0.38
H -0.512 -4.404 4.061 0.29
H -0.435 -2.975 5.109 0.31
H -2.517 -1.692 0.589 0.37
H -2.143 0.578 2.614 0.38
H -2.309 0.775 0.864 0.32
H -4.092 1.127 3.783 0.33
H -6.557 0.861 4.131 0.36
H -7.969 -0.097 2.304 0.36
H -6.899 -0.845 0.168 0.37
H -4.424 -0.667 -0.106 0.33
H -0.648 -0.033 -0.252 -0.14
H 1.973 -1.129 0.966 -1.07
H 1.492 0.774 -1.431 -0.02
H 3.537 1.293 -2.625 0.32
H 6.014 1.241 -2.848 0.42
H 7.397 0.011 -1.164 0.37
H 6.273 -1.179 0.727 0.38
H 3.845 -1.114 0.966 0.29
H 0.320 -0.534 3.924 0.35
H 1.394 -1.954 4.115 0.48
H 1.715 -0.763 2.836 0.41
H 0.230 -4.017 1.418 0.37
H 1.658 -2.964 1.245 0.37
H 1.353 -3.781 2.791 0.48
C -1.372 1.792 -2.672 -1.03
C -0.007 2.382 -2.615 0.17
C 0.359 3.037 -1.428 0.45
N 0.646 3.569 -0.418 -0.76
C 0.842 2.510 -3.757 1.49
C 0.585 1.825 -4.984 -0.76
C 1.439 1.970 -6.073 -0.56
C 2.576 2.788 -5.982 -0.56
C 2.845 3.476 -4.793 -0.47
C 2.010 3.325 -3.690 -0.72
H -1.562 1.201 -3.570 0.25
H -1.491 1.149 -1.789 -0.07
H -2.162 2.557 -2.589 0.31
H -0.288 1.174 -5.057 0.15
H 1.210 1.455 -7.008 0.36
H 3.261 2.870 -6.828 0.35
H 3.702 4.149 -4.721 0.38
H 2.244 3.854 -2.761 0.32
```

=====

Record 4
# C31H33N6Rh

C31H33N6Rh as an isolated structure in a non-equilibrium geometry (ωB97M-V/def2-TZVPD, the Open Molecules 2025 dataset).

Frontier orbital gap in eV: 2.9
DFT total energy in hartree: -1640.079604
Net charge: -2
E_LUMO in eV: 4.423
Energy relative to the best compared isomer or geometry (same formula, charge and spin) in kcal per mole: 0.00

Structure (XYZ):
```
71
Properties=species:S:1:pos:R:3:mulliken_charge:R:1
Rh -0.876 0.448 0.727 -0.17
C 0.692 3.415 1.030 -1.68
N -0.517 2.633 0.966 0.37
C -1.619 3.283 1.162 0.05
C -2.841 2.574 1.172 -0.36
C -4.186 2.959 1.318 -0.89
C -4.917 1.771 1.261 -0.70
C -3.984 0.726 1.092 -0.58
N -2.741 1.213 1.033 0.19
C 1.242 3.794 -0.330 0.59
C 0.418 3.835 -1.450 -0.01
C 0.935 4.172 -2.693 -0.73
C 2.283 4.470 -2.835 -0.34
C 3.112 4.429 -1.721 -0.57
C 2.592 4.093 -0.480 -0.22
H 1.458 2.848 1.567 0.24
H 0.534 4.342 1.602 0.52
H -1.607 4.362 1.354 0.24
H -4.560 3.967 1.436 0.40
H -5.990 1.658 1.333 0.42
H -4.161 -0.334 1.006 0.30
H -0.620 3.546 -1.345 0.35
H 0.287 4.175 -3.560 0.36
H 2.689 4.712 -3.809 0.35
H 4.171 4.637 -1.824 0.34
H 3.247 4.030 0.384 0.36
C 1.123 -1.689 -0.654 -0.48
N 2.460 -2.187 -1.032 0.17
C 3.358 -1.983 0.105 -0.70
N 3.470 -0.567 0.480 -0.04
C 2.115 -0.098 0.828 0.01
N 1.167 -0.258 -0.290 1.36
C 1.679 0.491 -1.438 -0.11
N 3.025 0.040 -1.841 0.02
C 2.946 -1.391 -2.152 -0.73
C 3.917 0.189 -0.687 -0.75
H 0.731 -2.261 0.178 -0.32
H 0.443 -1.808 -1.500 0.12
H 4.353 -2.358 -0.156 0.36
H 2.974 -2.544 0.960 0.37
H 2.170 0.959 1.089 -0.17
H 1.746 -0.662 1.681 -0.15
H 1.716 1.547 -1.194 -0.84
H 0.995 0.349 -2.277 0.35
H 3.945 -1.742 -2.436 0.37
H 2.271 -1.528 -3.001 0.37
H 3.971 1.249 -0.424 0.30
H 4.917 -0.155 -0.974 0.37
C -1.503 -1.502 0.765 -1.39
C -2.450 -1.995 -0.193 1.14
C -2.607 -1.357 -1.463 -0.04
C -3.559 -1.751 -2.384 -0.83
C -4.431 -2.812 -2.122 -0.47
C -4.315 -3.454 -0.887 -0.75
C -3.368 -3.066 0.043 0.13
H -1.966 -0.506 -1.666 0.39
H -3.632 -1.217 -3.328 0.33
H -5.183 -3.114 -2.843 0.33
H -4.996 -4.266 -0.641 0.33
H -3.332 -3.569 1.003 0.44
C 0.749 -4.018 3.464 -0.71
C 0.656 -2.627 3.628 -0.17
C -0.113 -1.843 2.795 -0.56
C -0.876 -2.371 1.686 0.61
C -0.770 -3.809 1.567 -0.47
C 0.009 -4.575 2.410 -0.72
H 1.356 -4.631 4.120 0.31
H 1.198 -2.147 4.441 0.30
H -0.177 -0.769 2.958 0.38
H -1.281 -4.303 0.749 0.43
H 0.058 -5.648 2.234 0.30
```

=====

Record 5
# C31H34Br2O7

A 2-piece molecular cluster, C31H34Br2O7 overall in a non-equilibrium geometry (ωB97M-V/def2-TZVPD, the Open Molecules 2025 dataset).

Frontier orbital gap in eV: 8.6
DFT total energy in hartree: -6876.240875
Net charge: 0
E_LUMO in eV: -0.860
SMILES string: CC(=O)OCCCCCCCC[C@]1(C)OC(=O)O[C@@H]1/C(Br)=C(/C)Br.O=C1c2ccccc2C(=O)c2ccccc21

Structure (XYZ):
```
74
Properties=species:S:1:pos:R:3:mulliken_charge:R:1
C -2.080 2.048 -8.700 -0.86
C -2.508 1.853 -7.157 0.63
O -2.514 2.844 -6.392 -0.53
O -2.873 0.536 -6.786 -0.32
C -3.790 0.527 -5.656 -0.59
C -2.923 0.270 -4.330 -0.42
C -2.610 -1.328 -4.286 -0.50
C -2.408 -1.704 -2.724 -0.70
C -0.967 -2.421 -2.477 -0.69
C 0.152 -1.256 -2.258 0.26
C 1.632 -1.826 -2.504 -0.68
C 2.789 -1.098 -1.672 -1.43
C 2.592 -1.075 -0.088 1.54
C 1.837 0.285 0.406 -1.35
O 3.968 -0.804 0.416 -0.40
C 3.798 -1.083 1.817 0.44
O 4.111 -0.408 2.804 -0.57
O 3.111 -2.355 1.960 -0.34
C 2.347 -2.422 0.729 0.61
C 2.491 -3.848 0.034 -0.65
Br 0.809 -4.868 -0.355 -0.15
C 3.687 -4.504 -0.318 0.27
C 3.763 -5.967 -0.998 -1.07
Br 5.443 -3.659 0.054 -0.14
H -2.976 1.703 -9.318 0.26
H -1.199 1.351 -8.888 0.27
H -1.826 3.149 -8.830 0.28
H -4.472 -0.387 -5.805 0.35
H -4.447 1.457 -5.576 0.34
H -3.512 0.575 -3.402 0.40
H -1.902 0.794 -4.340 0.13
H -1.635 -1.587 -4.822 0.20
H -3.503 -1.948 -4.652 0.38
H -3.238 -2.377 -2.313 0.42
H -2.401 -0.774 -2.040 0.29
H -0.689 -3.152 -3.303 0.32
H -1.065 -2.922 -1.443 0.14
H -0.096 -0.461 -3.058 -0.03
H -0.041 -0.845 -1.215 0.15
H 1.868 -1.629 -3.618 0.39
H 1.609 -2.963 -2.399 0.30
H 2.778 0.007 -2.012 0.43
H 3.828 -1.485 -1.994 0.27
H 1.110 0.037 1.245 0.27
H 2.608 1.088 0.683 0.34
H 1.313 0.690 -0.539 0.46
H 1.216 -2.377 0.937 0.32
H 3.837 -6.791 -0.201 0.26
H 2.918 -6.153 -1.735 0.38
H 4.747 -5.998 -1.599 0.34
O -0.752 1.847 2.816 -0.73
C -0.684 2.214 3.978 0.44
C -1.778 3.012 4.579 0.08
C -2.902 3.328 3.814 -0.46
C -3.950 4.042 4.383 -0.51
C -3.881 4.444 5.715 -0.43
C -2.755 4.146 6.474 -0.53
C -1.698 3.435 5.906 0.13
C -0.495 3.139 6.718 0.64
O -0.403 3.555 7.860 -0.68
C 0.588 2.325 6.124 0.32
C 1.711 2.007 6.889 -0.74
C 2.719 1.215 6.350 -0.60
C 2.608 0.736 5.046 -0.58
C 1.497 1.063 4.277 -0.10
C 0.487 1.862 4.811 0.10
H -2.964 3.013 2.778 0.46
H -4.825 4.283 3.788 0.39
H -4.705 4.991 6.161 0.40
H -2.704 4.466 7.510 0.46
H 1.801 2.373 7.907 0.47
H 3.589 0.966 6.948 0.40
H 3.389 0.110 4.628 0.66
H 1.420 0.689 3.261 0.41
```

=====

Record 6
# C31H34LuN9O4S

C31H34LuN9O4S as an isolated structure in a non-equilibrium geometry (ωB97M-V/def2-TZVPD, the Open Molecules 2025 dataset).

Frontier orbital gap in eV: 8.2
DFT total energy in hartree: -3629.454351
Net charge: 0
E_LUMO in eV: 0.607
Energy relative to the best compared isomer or geometry (same formula, charge and spin) in kcal per mole: 16.09

Structure (XYZ):
```
80
Properties=species:S:1:pos:R:3:mulliken_charge:R:1
Lu 0.048 0.049 -0.404 2.39
N 4.230 -2.149 6.334 -0.54
C 3.252 -1.745 5.446 1.08
C 2.319 -0.768 5.815 -0.81
C 1.322 -0.379 4.945 -0.51
C 1.243 -0.963 3.684 -0.84
C 2.145 -1.954 3.313 -0.49
C 3.140 -2.343 4.188 -0.89
S 0.015 -0.473 2.519 1.82
O -1.258 -0.335 3.157 -0.77
O 0.098 -1.458 1.432 -0.73
N 0.505 0.856 1.739 0.13
C 0.339 2.110 2.278 -0.12
N 0.089 2.268 3.585 -0.34
C -0.080 3.504 4.032 -0.17
C 0.013 4.620 3.220 -1.08
C 0.323 4.362 1.899 -0.03
N 0.488 3.137 1.416 -0.08
H 4.430 -1.540 7.107 0.21
H 5.023 -2.643 5.966 0.21
H 2.380 -0.323 6.803 0.29
H 0.589 0.361 5.229 0.53
H 2.045 -2.424 2.342 0.79
H 3.834 -3.128 3.906 0.30
H -0.292 3.599 5.094 0.41
H -0.134 5.623 3.594 0.39
H 0.439 5.173 1.186 0.41
O -4.123 0.865 -0.210 -0.72
C -3.020 0.361 -0.213 -0.04
O -1.877 0.964 -0.198 -0.59
C -2.913 -1.161 -0.262 0.72
C -4.020 -1.945 0.016 -0.74
C -3.885 -3.319 -0.038 -0.53
C -2.649 -3.862 -0.368 -0.98
C -1.594 -3.006 -0.617 -0.54
N -1.722 -1.678 -0.573 0.84
H -4.951 -1.454 0.260 0.56
H -4.726 -3.966 0.178 0.44
H -2.498 -4.931 -0.415 0.49
H -0.606 -3.385 -0.854 0.39
N 2.394 1.311 -0.387 -0.41
C 3.081 1.912 -1.537 -0.75
C 2.336 3.139 -2.040 -0.86
C 0.948 2.855 -2.596 -0.42
N 0.042 2.333 -1.566 -0.21
H 2.216 2.020 0.317 0.19
H 2.989 0.607 0.034 0.22
H 3.142 1.159 -2.328 0.35
H 4.104 2.210 -1.285 0.43
H 2.932 3.610 -2.823 0.41
H 2.253 3.866 -1.221 0.29
H 1.029 2.112 -3.393 0.20
H 0.558 3.775 -3.041 0.37
H -0.915 2.310 -1.907 0.19
H 0.035 2.942 -0.751 0.12
C -0.934 -0.053 -3.978 -1.78
N -0.130 -0.536 -2.856 0.30
C 0.518 -1.631 -3.059 -0.10
C 1.454 -2.165 -2.131 -0.58
C 2.260 -3.301 -2.252 -0.92
C 3.078 -3.317 -1.121 -1.25
C 2.717 -2.193 -0.371 -0.63
N 1.748 -1.486 -0.972 0.62
C -2.408 0.147 -3.717 0.64
C -3.250 -0.948 -3.550 -0.11
C -4.616 -0.769 -3.393 -0.52
C -5.157 0.509 -3.395 -0.52
C -4.327 1.608 -3.552 -0.78
C -2.961 1.423 -3.721 -0.12
H -0.835 -0.737 -4.827 0.55
H -0.516 0.905 -4.299 0.37
H 0.394 -2.173 -3.999 0.34
H 2.249 -4.007 -3.072 0.50
H 3.835 -4.043 -0.866 0.45
H 3.135 -1.876 0.578 0.71
H -2.829 -1.950 -3.538 0.30
H -5.260 -1.629 -3.257 0.42
H -6.223 0.649 -3.259 0.37
H -4.737 2.609 -3.542 0.38
H -2.312 2.284 -3.858 0.38
```

=====

Number 1: M 673.574 g/mol. Number 2: M 537.461 g/mol. Number 3: M 463.625 g/mol. Number 4: M 592.553 g/mol. Number 5: M 678.414 g/mol. Number 6: M 803.706 g/mol.